Entry 1:
C35H62N2O5S | ωB97M-V/def2-TZVPD

Properties
* HOMO energy: -0.3000 Ha
* maximum force: 7.56 eV Å⁻¹
* SMILES: COCCCCCCCCCCCCc1ccc2nsnc2c1.C1CCOC1.C1CCOC1.C1CCOC1.C1CCOC1

XYZ file:
```
105
C35H62N2O5S ωB97M-V/def2-TZVPD
H 5.938 2.049 -0.092
H -4.621 -3.239 -4.736
C 4.265 1.361 1.455
C -7.127 -1.106 -4.615
O 1.396 -0.644 3.237
H -3.907 -4.567 3.716
H -1.661 3.942 1.584
H 2.904 3.505 6.162
H 3.149 4.833 -0.649
H -4.775 -3.425 4.759
H -6.754 -0.101 -4.387
H 4.160 2.867 8.858
C -5.601 -1.930 2.605
H 2.639 0.049 6.790
H 3.195 2.064 -1.707
H -5.217 -3.882 1.790
H 0.541 -1.238 5.206
H 0.568 4.693 1.464
S 1.809 -1.392 -4.018
C -5.121 -2.313 -4.440
H 2.896 -0.482 0.840
H 2.331 3.957 7.783
C 2.677 0.070 3.121
H 1.357 2.269 -0.552
H -7.869 -2.768 -3.440
C -1.057 3.196 0.882
H 3.378 3.969 1.010
N 0.455 -2.509 -3.904
C 3.866 2.687 -0.944
H 1.010 2.928 2.045
H 1.903 1.092 1.236
C -4.391 -3.587 3.745
C -3.548 1.215 -0.413
H -6.260 -1.499 3.367
H -1.307 1.665 2.552
C 3.011 3.789 -0.086
C 2.822 3.172 7.202
C -7.149 -1.946 -3.357
C 4.570 -2.267 -8.503
H 1.151 0.549 5.113
H 6.269 -0.926 -8.576
H 4.181 2.302 2.161
O -5.843 -2.522 -3.218
O 2.019 1.984 7.218
C -0.043 -0.259 -2.736
H 4.088 -1.683 -9.291
C 0.673 -0.307 4.473
H -3.765 2.250 -0.937
C 1.414 3.415 -0.229
C -3.462 -2.457 3.358
H 3.121 -2.428 -6.871
H -0.425 0.014 4.138
H -5.677 -1.223 -6.250
H 5.003 0.777 7.956
H 2.663 0.519 8.505
H -2.888 -2.077 4.207
C -3.075 -1.249 -1.800
C -1.484 1.679 1.372
H -1.344 3.415 -0.236
O -4.282 -1.410 2.822
H -4.358 -1.549 -4.251
C -5.509 -3.433 2.747
C 4.805 1.680 -0.058
C -0.620 -1.748 -3.117
C -1.050 0.691 -1.852
H 3.624 -0.559 3.399
C 2.871 0.861 7.485
H 4.814 0.635 -0.636
C -2.115 -2.277 -2.701
H 4.615 1.290 6.303
C 5.216 -2.419 -6.250
H -7.390 -1.360 -2.466
O 6.416 -2.258 -7.020
H -0.661 1.766 -1.563
H -0.770 0.843 0.939
C 0.551 3.543 1.158
H -6.450 -3.890 3.066
N 1.369 0.127 -3.198
H -5.961 -1.623 1.619
H -4.146 -1.667 -1.525
H 6.655 -2.594 -9.055
H -2.763 -2.768 2.574
H 5.090 0.663 1.962
H 3.944 -0.863 -7.012
H 4.984 3.427 7.390
C 2.864 0.483 1.511
H -4.599 0.649 -0.396
C 6.051 -1.982 -8.379
C -6.125 -1.841 -5.468
H -2.434 -3.355 -3.029
H 4.412 -3.331 -8.718
H 5.117 -3.482 -6.005
C -3.082 1.381 1.150
H -3.662 2.330 1.581
H -3.365 0.440 1.813
H 5.298 -1.853 -5.318
C 4.297 1.350 7.350
H 0.995 4.038 -1.127
H -8.112 -1.008 -5.080
H 2.718 1.099 3.701
H 4.610 3.307 -1.642
H -6.606 -2.703 -5.945
C 4.175 2.794 7.764
C 4.071 -1.946 -7.118
C -2.554 0.269 -1.329
```

Entry 2:
C35H63F3N9O8P2SSi | ωB97M-V/def2-TZVPD

Properties
* charge: +1
* HOMO energy: -0.4018 Ha
* relative energy (zero: lowest compared OMol25 entry of this formula, charge and spin): 0.0 kJ/mol
* maximum force: 1.67 eV Å⁻¹

XYZ file:
```
122
C35H63F3N9O8P2SSi ωB97M-V/def2-TZVPD
C 0.673 5.873 -1.050
C 4.502 -1.298 -2.722
N -2.583 -1.602 1.651
H 5.560 -3.662 1.670
C 0.228 -0.911 0.443
H 0.633 7.296 -3.951
H 0.304 8.577 -2.778
H 3.030 0.105 0.933
H -5.037 0.023 0.715
C -1.982 -1.385 2.991
C 3.594 -2.177 -4.758
H 3.617 -2.895 -5.564
H 4.017 -5.514 1.870
H 5.757 0.422 -0.308
H 2.058 -1.568 -0.364
O 2.677 -7.450 3.891
H -7.601 6.081 -0.249
H -5.546 -0.992 -0.581
H 2.291 -4.004 2.133
H 4.797 -6.302 3.252
H -0.110 2.003 0.365
C 2.682 -6.367 3.337
N 7.781 -2.019 1.789
O -3.984 -3.355 1.167
O -4.170 2.187 1.823
O -1.043 -2.049 3.269
C -5.003 -1.789 2.570
C 1.333 -4.446 2.385
C -4.839 -0.207 -0.323
H 4.053 -4.705 3.451
N 1.517 -5.728 3.038
O -1.145 -1.122 -3.929
S -3.811 -1.886 -2.824
H -5.917 -2.038 2.038
H -2.368 -3.744 -1.025
O 1.471 5.373 -0.276
C 2.428 0.469 0.102
H -2.264 1.139 -1.792
C -0.939 -3.738 -3.412
H -6.426 4.151 3.917
H -6.041 5.471 0.328
C -3.019 -1.413 -1.427
H 3.631 3.174 -2.547
N -1.680 -3.138 -0.604
C 5.309 1.319 -0.735
C 6.215 -3.624 0.799
C 2.646 -1.170 -4.754
H -1.089 5.063 -1.999
H 0.697 -6.239 3.322
H -0.924 4.736 -0.271
H -5.027 -2.342 3.506
N -0.337 2.153 -0.610
N 1.070 6.804 -1.957
H -0.683 -4.517 -2.703
H -2.001 -3.812 -3.639
H -0.241 0.465 -2.393
H -0.381 -3.903 -4.331
H -0.793 -3.599 -0.467
C 8.043 -2.808 2.979
C 0.267 7.500 -2.944
H -4.282 1.777 -1.015
C -1.566 -1.842 -1.250
H -0.768 7.179 -2.882
C 1.486 -0.641 -0.377
H -5.068 -1.545 -2.506
H 2.492 3.234 -1.208
H -1.785 0.202 4.373
N -3.462 -0.708 -0.414
C 4.521 -2.239 -3.734
C -3.268 1.491 1.527
Si 3.578 1.008 -1.318
H 7.475 -3.732 2.953
F -5.382 0.793 -2.413
H 5.355 2.156 -0.041
H 5.614 -3.705 -0.102
H 1.891 0.556 -3.788
C 6.967 -2.313 0.748
N -2.332 0.768 1.251
H -5.864 4.231 2.242
H 5.275 -3.011 -3.743
C 3.558 -0.272 -2.701
O 6.851 -1.540 -0.193
N -6.701 6.000 2.966
H 2.020 2.417 -2.660
C 2.876 2.604 -2.012
H 2.054 7.015 -1.911
C 3.969 -5.671 2.949
H 7.761 -2.253 3.874
H -4.935 5.019 3.521
O -7.883 7.497 1.780
F 0.237 -0.158 1.578
P -0.444 -2.096 -2.782
H 0.756 -4.571 1.467
C -5.942 4.785 3.170
F 0.268 -2.209 0.869
H 9.102 -3.056 3.047
C -1.133 -0.693 -0.261
H 5.917 1.592 -1.599
P -0.970 0.901 -1.282
C -2.422 -0.557 0.649
H 8.254 -1.134 1.693
C -7.269 6.451 1.811
H -0.858 -1.398 -4.807
H 6.904 -4.468 0.842
C -2.574 -0.446 4.006
H 1.917 1.373 0.418
H -7.541 4.603 0.726
C -7.097 5.589 0.576
H -2.909 -1.063 4.839
H -4.977 -0.726 2.760
C -5.106 1.070 -1.090
H -1.418 6.353 -0.818
H 1.939 -1.110 -5.572
C -3.862 -2.315 1.728
H 1.242 -0.479 -1.419
C 2.630 -0.234 -3.738
H 0.793 -3.760 3.036
H -5.979 1.550 -0.647
C -0.791 5.488 -1.040
H -3.423 0.126 3.669
H 5.256 -1.360 -1.946
H -6.846 6.613 3.753
```

Entry 3:
C35H64O12 | ωB97M-V/def2-TZVPD

Properties
* HOMO energy: -0.3366 Ha
* maximum force: 2.18 eV Å⁻¹
* SMILES: O=C1OC(=O)C(CCCO)=C1O.C1CCOC1.C1CCOC1.C1CCOC1.C1CCOC1.C1CCOC1.C1CCOC1.C1CCOC1

XYZ file:
```
111
C35H64O12 ωB97M-V/def2-TZVPD
C -0.484 -5.739 5.630
O -0.960 -2.463 -4.106
C 3.748 -5.410 1.253
H 2.120 2.147 2.682
C 5.117 -5.831 0.740
O -1.932 -0.489 2.937
O 0.441 -2.846 -2.357
H -1.601 -1.929 1.502
H 1.613 4.668 -0.239
H -0.604 4.253 -6.409
H 5.491 -6.176 3.540
C 2.759 3.823 1.404
C 4.264 0.300 -0.928
H 5.860 -5.065 0.973
C 3.627 -0.960 -0.346
H -0.027 -4.881 6.136
C -2.891 0.609 -3.114
H 0.451 -5.243 2.656
H 4.716 0.894 -0.130
H -1.479 4.207 -8.692
O -0.861 -0.397 -1.167
H -3.128 4.449 -8.106
H -5.446 -1.947 -4.617
C 0.614 3.707 2.395
H 3.325 4.232 2.244
H -4.195 0.137 -4.777
H 0.501 -2.647 2.447
C 5.383 -7.086 1.567
H 3.467 3.418 0.682
H -5.409 -0.661 -2.156
H -2.959 5.604 1.187
H 5.131 -6.002 -0.335
H -0.368 3.238 2.320
H -4.182 -1.694 -2.833
C -4.909 -0.920 -3.078
C -1.039 -1.159 2.041
H 4.227 -1.441 0.425
H -1.381 5.849 0.416
C -2.340 2.497 -7.638
H -3.876 7.998 2.347
C 1.856 4.894 0.805
C -1.632 -0.876 4.287
H -1.156 -0.024 4.786
C -2.967 8.362 1.863
O 1.941 0.672 -0.669
C -1.986 -0.553 -3.280
H 3.168 2.109 -1.508
H -1.812 6.819 2.934
H 5.028 0.101 -1.678
H 1.707 -7.412 3.748
H -0.636 -0.455 1.314
O -2.510 -1.482 -5.449
O -2.877 7.155 -0.168
H -2.485 9.174 -0.095
H -3.059 0.799 -2.063
H 2.292 5.892 0.851
H -1.831 5.521 -6.334
H -1.234 -2.998 4.106
H 2.842 0.691 -2.523
H -3.120 2.058 -8.260
H -2.559 -1.108 4.812
H 1.391 2.192 1.072
H -4.192 8.725 0.082
H 3.443 -1.688 -1.140
C -1.895 -1.498 -4.416
O 3.683 -5.824 2.622
H 2.420 -0.037 1.208
H -1.400 -6.004 6.158
H -0.891 7.764 1.762
C -1.108 -0.955 -2.364
H -1.952 3.381 -4.633
H 1.158 -6.974 6.384
H -2.705 9.320 2.310
O -5.905 -1.488 -3.915
C 0.045 -1.766 2.898
O -0.806 -5.355 4.291
O -2.698 2.334 -6.259
C 1.738 2.806 1.903
C -4.277 0.299 -3.714
H 6.437 -7.347 1.644
H -0.440 -6.767 2.839
C -1.671 4.460 -6.515
H -2.512 1.528 -3.538
H 2.946 -5.912 0.700
H -0.230 0.316 -1.314
H -1.406 1.955 -7.818
H 1.509 -1.159 0.178
C 3.054 1.024 -1.501
C 2.311 -0.420 0.187
H 0.773 4.015 3.434
C -3.173 8.450 0.357
C -2.242 6.359 0.842
H 3.584 -4.333 1.196
C 0.101 -5.981 3.379
O 0.646 4.874 1.565
H -3.446 4.020 -5.342
H 4.395 -7.569 3.463
C 1.227 -6.558 4.219
C 4.770 -6.707 2.909
H 1.985 -5.799 4.397
C -2.473 3.575 -5.572
C -0.679 -2.066 4.201
C -2.165 3.988 -7.876
C 0.500 -6.897 5.520
H -0.023 -2.148 5.067
C -0.426 -2.171 -2.868
H -4.933 1.143 -3.558
H 0.829 -1.019 3.062
H -0.039 -7.842 5.417
H 4.851 -7.937 1.137
C -1.864 7.311 1.965
```

Entry 4:
C35H65ClF9N17O31S | ωB97M-V/def2-TZVPD

Properties
* HOMO energy: -0.2999 Ha
* relative energy (zero: lowest compared OMol25 entry of this formula, charge and spin): 61.7 kJ/mol
* maximum force: 3.04 eV Å⁻¹

XYZ file:
```
159
C35H65ClF9N17O31S ωB97M-V/def2-TZVPD
O -3.060 -8.083 -4.900
C -1.355 -2.215 -3.992
H -0.179 -7.973 -4.300
N -9.462 5.453 0.868
N -1.239 1.700 3.416
H 3.275 4.775 -5.154
O -4.749 3.461 1.977
O -0.716 7.538 -6.046
O 0.474 -4.889 -3.892
H -5.589 0.789 0.739
H 0.573 9.969 -4.858
H -3.051 -9.397 -7.595
C 3.192 -2.447 0.679
H 5.560 -0.088 4.504
S 4.035 -7.406 1.642
C -6.082 5.342 2.258
O 7.107 -0.774 6.461
F 3.136 -8.139 0.551
O -3.495 -10.178 -5.167
O -5.463 2.389 5.370
H -10.740 4.916 -0.709
O -3.730 3.177 6.378
O -2.768 3.340 -3.427
O -6.800 3.357 1.329
C 7.705 -2.795 1.641
N 7.525 -11.150 3.061
N 0.140 -5.906 -4.465
Cl -1.088 -2.737 1.018
H -4.440 -0.499 0.554
C -0.071 9.735 -5.701
F 3.072 -4.952 3.356
H -10.108 6.588 -0.761
C -0.409 -1.340 -3.232
H 4.027 -1.928 1.143
H -3.803 2.547 0.535
O -0.446 -4.930 -0.212
H -5.158 5.729 2.672
C 0.561 0.650 -0.863
N -0.709 -1.100 -2.009
F 2.873 -7.585 2.687
O 1.338 8.062 -6.423
H -10.303 8.063 5.123
C 0.139 -7.158 -3.662
C 2.462 -0.051 0.460
H 3.006 2.356 2.178
H 1.793 -3.685 -0.880
H 7.928 -9.454 4.213
C -4.547 0.517 0.937
H -1.510 -9.821 -6.790
H 1.679 -1.454 -3.569
C 2.253 -1.370 0.160
C -1.671 1.497 -1.262
H 6.605 -1.454 4.020
O 5.451 -2.132 6.701
N 4.694 4.187 -2.913
C 0.851 -0.808 -3.876
O 1.626 3.363 0.191
O -10.111 4.734 1.596
H -0.470 3.419 4.325
H -4.090 1.557 8.110
H 4.881 -1.736 4.399
C 0.888 -3.103 -1.032
C -3.668 1.513 0.193
H 5.238 4.439 -0.900
N -0.202 1.695 -1.359
C 2.473 5.465 -5.399
C -1.725 5.390 -3.216
H -1.955 -8.103 -7.023
H 5.750 2.898 -1.653
O 4.357 3.399 -3.774
O -0.311 1.428 2.670
H -6.867 5.329 3.003
C 2.066 2.253 0.420
F 5.000 -6.733 2.699
O 4.511 0.237 1.862
O 8.645 -11.406 2.675
C 0.350 -0.691 -1.160
C -0.189 -3.758 -0.162
C 3.472 -4.574 2.130
H 0.019 2.529 -0.827
O -7.471 7.285 5.739
C 3.350 -5.715 1.099
C 2.554 -3.386 1.728
O 4.835 5.383 -3.065
N -3.019 -9.123 -5.524
C -0.911 2.478 4.640
F 4.714 -4.066 2.162
C 1.170 -1.664 -0.660
H -4.811 0.429 6.923
C -4.869 1.417 7.370
N -4.671 2.411 6.280
H -0.643 5.437 -3.256
H -2.194 -2.515 -3.373
C 1.622 0.922 -0.049
H 1.152 -7.316 -3.303
O -8.239 7.381 3.726
H -5.851 1.595 7.798
N 3.207 2.026 1.236
H -2.176 6.270 -3.668
H -1.116 9.820 -5.428
O -1.859 4.196 -5.185
H 0.763 -0.944 -4.955
H 0.527 -3.211 -2.048
H -4.440 0.556 2.020
C -2.326 -9.106 -6.842
H 2.859 6.464 -5.542
H -1.826 2.647 5.196
H -9.035 5.211 -1.161
F 4.604 -8.811 2.085
H -0.817 -3.109 -4.330
H 1.031 0.233 -3.624
O 1.019 4.417 -3.957
H 1.920 5.138 -6.274
H -0.552 -7.018 -2.836
O -2.397 1.395 3.247
H 7.419 -9.133 2.526
F 2.098 -5.906 0.710
H 7.204 -1.863 1.388
C -2.168 1.108 0.130
N -5.854 3.939 1.821
C -9.766 7.173 5.437
H -4.007 1.494 -0.852
H 7.731 -2.945 2.714
H -2.024 0.830 -2.042
O 6.622 -11.949 3.182
H 6.216 -9.654 3.741
H -0.204 1.890 5.219
H -2.066 5.261 -2.195
H -6.381 5.904 1.387
H -1.619 1.579 0.943
F 5.195 -7.343 0.553
N -8.373 7.291 4.927
H -1.695 -1.655 -4.867
H -10.198 6.280 4.996
H -2.164 0.017 0.213
O 10.000 -2.813 1.937
H -2.116 2.458 -1.504
C 7.245 -9.732 3.415
C 4.951 3.628 -1.558
H 2.468 -2.801 2.645
H 1.549 -3.712 1.489
H -9.732 7.099 6.517
C -9.873 5.548 -0.558
H 3.606 -2.971 -0.185
N 9.100 -2.711 1.131
O 1.346 6.526 -3.671
O -8.498 6.105 1.207
C 3.525 0.645 1.279
N 6.137 -1.372 6.052
N -2.155 4.211 -4.011
C 5.761 -1.147 4.629
O 9.235 -2.547 -0.062
H 4.031 3.159 -1.220
H 7.226 -3.638 1.153
H 0.162 10.360 -6.557
N 0.203 8.326 -6.090
F 4.013 -5.343 -0.003
N 1.537 5.474 -4.251
O -0.190 -5.976 -5.627
```

| no. | energy (eV) |
| --- | --- |
| 1 | -61336.515 |
| 2 | -112544.616 |
| 3 | -61899.846 |
| 4 | -173928.623 |